Molecular formula: C19H55O9S8
Method: DFT, ωB97M-V/def2-TZVPD

Last column: Mulliken charge in e.
CARTESIAN COORDINATES (ANGSTROEM)
C  -0.43  0.57  -0.09  0.71
C  0.76  0.40  -1.08  1.32
C  1.20  -1.08  -1.10  -0.75
O  0.38  1.00  -2.29  -0.87
H  -0.07  0.07  0.80  -0.12
H  -1.38  0.08  -0.28  -0.39
H  -0.59  1.63  0.11  -0.87
H  1.65  0.87  -0.66  -0.28
H  2.08  -1.27  -1.71  0.36
H  0.39  -1.61  -1.59  0.20
H  1.25  -1.54  -0.11  -0.46
C  -1.98  3.99  -0.42  -0.21
S  -3.59  3.77  0.48  0.53
O  -3.40  4.31  1.89  -0.66
C  -4.61  4.97  -0.51  -0.88
H  -1.98  3.43  -1.35  0.14
H  -1.14  3.66  0.18  -0.35
H  -1.76  5.01  -0.74  0.48
H  -4.08  5.92  -0.54  0.31
H  -5.56  5.34  -0.10  0.37
H  -4.74  4.50  -1.48  0.22
C  1.14  -6.94  1.18  -1.03
S  2.30  -5.54  0.75  0.68
O  3.00  -6.07  -0.51  -0.70
C  0.82  -4.56  0.18  -0.69
H  1.88  -7.71  1.39  0.37
H  0.57  -7.37  0.35  0.33
H  0.43  -6.74  1.98  0.28
H  0.16  -4.14  0.94  0.14
H  0.20  -4.94  -0.62  0.50
H  1.19  -3.66  -0.32  0.14
C  0.72  -1.71  3.75  -0.42
S  0.95  -3.42  4.54  0.67
O  0.93  -3.16  6.07  -0.73
C  -0.74  -4.05  4.25  -0.49
H  1.58  -1.14  4.10  0.25
H  -0.16  -1.09  3.89  0.53
H  0.86  -1.78  2.67  -0.30
H  -0.63  -5.11  4.46  0.32
H  -0.87  -3.81  3.19  -0.15
H  -1.55  -3.58  4.79  0.33
C  3.75  2.13  -3.34  -0.70
S  2.97  3.75  -3.80  0.36
O  1.88  3.21  -4.72  -0.55
C  2.17  4.18  -2.20  -0.30
H  4.22  1.73  -4.24  0.39
H  2.94  1.44  -3.09  0.05
H  4.43  2.24  -2.50  0.32
H  1.87  3.19  -1.85  -0.26
H  1.36  4.83  -2.50  0.33
H  2.94  4.63  -1.57  0.38
C  -0.39  2.71  2.92  -0.33
S  0.75  4.13  2.36  0.52
O  0.97  4.90  3.69  -0.70
C  2.34  3.19  2.10  -0.58
H  -0.16  2.22  3.87  0.42
H  -0.29  1.98  2.12  -0.18
H  -1.40  3.12  3.01  0.32
H  2.24  2.49  1.27  -0.04
H  2.59  2.72  3.05  0.31
H  3.07  3.97  1.90  0.39
C  -3.29  1.84  -3.53  -0.77
S  -3.14  3.23  -4.79  0.49
O  -2.02  3.00  -5.80  -0.60
C  -4.77  3.13  -5.64  -0.96
H  -2.34  1.49  -3.11  0.05
H  -3.74  0.97  -4.01  0.45
H  -3.83  2.12  -2.62  0.34
H  -5.33  3.96  -5.20  0.30
H  -5.37  2.22  -5.71  0.31
H  -4.64  3.46  -6.67  0.35
C  5.20  -1.05  3.71  -0.90
S  4.79  -2.41  2.60  0.35
O  3.87  -3.18  3.48  -0.53
C  3.78  -1.40  1.48  -0.35
H  5.74  -1.45  4.56  0.36
H  4.30  -0.57  4.11  0.19
H  5.80  -0.46  3.01  0.37
H  3.04  -0.89  2.09  -0.04
H  3.25  -2.10  0.84  0.01
H  4.33  -0.65  0.90  0.55
C  -2.98  -4.08  -0.33  -0.56
S  -4.06  -3.02  -1.39  0.44
O  -4.37  -4.03  -2.48  -0.64
C  -2.59  -2.03  -1.97  -0.41
H  -3.50  -5.02  -0.11  0.45
H  -2.77  -3.65  0.64  0.27
H  -2.03  -4.29  -0.81  -0.08
H  -2.83  -1.20  -2.63  0.23
H  -1.84  -2.69  -2.40  0.36
H  -2.11  -1.51  -1.14  0.04

2S+1 ... 1
Relative energy (zero: lowest compared OMol25 entry of this formula, charge and spin) ... 98.0 kcal/mol
Kohn-Sham gap ... 0.2180 Ha
Largest force on an atom ... 4.131 eV/Å
Energy ... -125694.6322 eV
Net charge ... -1